Below is C54H48BF4N6O5Y as an isolated structure at a distorted geometry, with properties calculated with wB97M-V/def2-TZVPD.

Properties
- HOMO (spin up / spin down) (eV) = -6.148 / -6.270
- 2S+1 = 1
- charge = 0
- largest force on an atom (eV/Å) = 4.1
- total energy (eV) = -88550.2135
- HOMO-LUMO gap (spin up / spin down) (Eh) = 0.1848 / 0.1901
- LUMO (spin up / spin down) (eV) = -1.1198 / -1.0974

Element x y z (Å)
Y: 0.000 0.141 -0.211
C: -8.638 5.869 -0.298
O: -7.515 5.807 -1.151
C: -6.471 5.021 -0.710
C: -6.111 3.934 -1.483
C: -5.012 3.225 -1.205
C: -4.161 3.431 -0.019
C: -4.667 4.495 0.744
C: -5.742 5.332 0.429
C: -2.982 2.588 0.237
C: -3.212 1.184 0.374
C: -4.586 0.733 0.655
C: -4.504 -0.620 0.850
C: -3.123 -1.057 0.702
N: -2.304 0.157 0.490
C: -2.611 -2.418 0.771
C: -1.316 -2.585 1.390
C: -0.991 -3.554 2.406
C: 0.164 -3.127 3.018
C: 0.638 -1.985 2.268
C: 1.903 -1.448 2.564
C: 2.868 -2.107 3.521
C: 2.676 -2.108 4.909
C: 3.544 -2.721 5.829
C: 4.771 -3.272 5.302
O: 5.666 -3.778 6.183
C: 7.055 -4.052 5.752
C: 4.906 -3.303 3.920
C: 4.099 -2.537 3.132
C: 2.434 -0.258 2.067
N: 1.619 0.661 1.373
C: 2.445 1.749 1.052
C: 1.980 2.981 0.505
C: 2.905 3.800 -0.316
C: 4.199 3.417 -0.731
C: 5.127 4.257 -1.363
C: 4.700 5.509 -1.640
O: 5.594 6.445 -1.941
C: 5.401 7.842 -1.762
C: 3.300 5.878 -1.591
C: 2.510 5.098 -0.842
C: 0.571 3.264 0.566
C: 0.004 4.582 0.860
C: -1.371 4.467 0.584
C: -1.634 3.126 0.272
N: -0.436 2.399 0.189
C: 3.778 1.509 1.486
C: 3.742 0.322 2.199
N: -0.235 -1.596 1.317
C: -3.473 -3.531 0.235
C: -3.066 -4.875 0.352
C: -3.984 -5.881 0.113
C: -5.175 -5.551 -0.521
O: -6.156 -6.464 -0.791
C: -5.747 -7.817 -1.201
C: -5.517 -4.212 -0.840
C: -4.575 -3.253 -0.618
H: -9.307 6.714 -0.734
H: -8.322 6.108 0.736
H: -9.163 4.905 -0.299
H: -6.703 3.778 -2.326
H: -4.679 2.452 -1.848
H: -4.147 4.726 1.666
H: -6.094 6.218 1.055
H: -5.429 1.387 0.742
H: -5.270 -1.347 1.121
H: -1.495 -4.456 2.668
H: 0.751 -3.638 3.801
H: 1.795 -1.618 5.314
H: 3.258 -2.863 6.915
H: 7.385 -5.028 6.068
H: 7.716 -3.316 6.288
H: 7.185 -3.943 4.707
H: 5.688 -3.768 3.355
H: 4.389 -2.434 2.081
H: 4.460 2.402 -0.577
H: 6.120 3.886 -1.419
H: 6.374 8.310 -1.664
H: 4.779 8.003 -0.906
H: 4.960 8.373 -2.661
H: 2.934 6.775 -2.064
H: 1.452 5.445 -0.661
H: 0.536 5.474 1.281
H: -2.093 5.294 0.552
H: 4.769 2.003 1.273
H: 4.549 -0.114 2.741
H: -2.057 -5.156 0.603
H: -3.748 -6.927 0.184
H: -5.392 -7.665 -2.232
H: -6.716 -8.351 -1.356
H: -5.207 -8.260 -0.426
H: -6.481 -4.128 -1.363
H: -4.744 -2.247 -0.995
F: -1.227 -1.545 -3.744
B: -1.518 -0.847 -2.615
F: -1.064 -1.532 -1.485
F: -2.858 -0.567 -2.397
F: -0.782 0.475 -2.508
C: 2.572 0.842 -3.601
N: 2.597 -0.597 -3.574
C: 3.061 -1.364 -4.729
C: 2.354 -2.725 -4.810
C: 2.593 -3.471 -3.462
N: 2.322 -2.596 -2.352
C: 2.073 -3.281 -1.065
C: 2.207 -1.227 -2.445
O: 1.769 -0.567 -1.423
H: 3.284 1.211 -4.312
H: 2.749 1.311 -2.629
H: 1.613 1.270 -3.923
H: 4.161 -1.497 -4.594
H: 2.875 -0.765 -5.623
H: 2.891 -3.346 -5.519
H: 1.224 -2.799 -5.039
H: 3.641 -3.822 -3.444
H: 1.980 -4.358 -3.345
H: 1.049 -3.054 -0.742
H: 2.862 -2.912 -0.345
H: 2.234 -4.349 -1.281

***

Below is a 3-piece molecular cluster, C54H48F3N2O9 overall at a distorted geometry, with properties calculated with wB97M-V/def2-TZVPD.

Properties
- HOMO (eV) = -10.901
- 2S+1 = 1
- charge = +1
- largest force on an atom (eV/Å) = 2.4
- total energy (eV) = -86326.7138
- HOMO-LUMO gap (Eh) = 0.2253
- LUMO (eV) = -4.7710

Element x y z (Å)
C: 3.383 -4.404 4.798
C: 2.482 -5.154 4.058
N: 1.434 -4.594 3.213
C: 1.498 -4.719 1.857
C: 2.691 -5.451 1.302
C: 4.012 -4.700 1.472
C: 5.154 -5.474 1.648
C: 6.415 -4.932 1.773
C: 6.547 -3.543 1.748
C: 5.422 -2.771 1.564
C: 4.155 -3.322 1.433
C: 0.513 -4.191 1.060
C: 0.568 -4.253 -0.462
C: 0.891 -2.827 -1.003
O: 0.062 -1.983 -1.234
C: -0.607 -3.552 1.663
C: -1.763 -2.989 0.863
O: -2.091 -3.393 -0.225
O: -2.518 -1.977 1.443
C: -2.279 -0.731 0.822
O: -1.791 0.145 1.844
C: -0.877 1.045 1.388
F: 0.211 0.461 0.860
F: -0.466 1.746 2.444
F: -1.461 1.864 0.499
C: -0.658 -3.473 3.052
O: -1.675 -2.925 3.742
C: -2.896 -3.694 3.665
C: -2.938 -4.944 4.591
C: -3.397 -6.191 3.746
C: -2.163 -7.001 3.243
C: 0.407 -3.990 3.827
N: 0.374 -3.868 5.208
C: 1.040 -2.629 5.716
C: 0.066 -1.457 6.048
C: 0.577 -0.189 5.324
H: 4.266 -3.901 4.381
H: 3.192 -4.311 5.877
H: 2.552 -6.250 4.052
H: 2.591 -5.754 0.258
H: 2.786 -6.388 1.877
H: 5.066 -6.564 1.653
H: 7.259 -5.608 1.891
H: 7.544 -3.127 1.877
H: 5.579 -1.692 1.530
H: 3.289 -2.680 1.265
H: 1.370 -4.894 -0.840
H: -0.362 -4.636 -0.893
H: 1.958 -2.590 -1.225
H: -3.251 -0.335 0.496
H: -1.635 -0.786 -0.065
H: -3.150 -4.019 2.647
H: -3.702 -3.015 3.966
H: -1.971 -5.222 5.020
H: -3.721 -4.807 5.346
H: -4.056 -5.906 2.920
H: -3.906 -6.844 4.467
H: -1.227 -6.697 3.741
H: -2.288 -8.075 3.426
H: -1.985 -6.862 2.164
H: -0.579 -3.838 5.550
H: 1.513 -2.907 6.674
H: 1.873 -2.301 5.081
H: 0.119 -1.239 7.124
H: -0.981 -1.684 5.823
H: 0.671 -0.326 4.238
H: -0.030 0.698 5.546
H: 1.587 0.045 5.697
C: -8.286 5.940 -5.097
C: -9.007 4.986 -4.384
C: -8.345 4.066 -3.589
C: -6.958 4.086 -3.512
C: -6.233 5.029 -4.246
C: -6.903 5.960 -5.029
C: -4.745 5.036 -4.214
O: -4.114 5.855 -4.848
C: -4.046 4.009 -3.393
C: -2.657 3.963 -3.394
C: -1.996 3.020 -2.625
C: -2.720 2.125 -1.843
C: -4.104 2.163 -1.843
C: -4.772 3.098 -2.624
C: -6.260 3.104 -2.640
O: -6.889 2.319 -1.960
H: -8.806 6.664 -5.711
H: -10.087 4.965 -4.449
H: -8.907 3.329 -3.031
H: -6.344 6.699 -5.588
H: -2.092 4.661 -3.999
H: -0.914 2.982 -2.630
H: -2.207 1.400 -1.248
H: -4.667 1.464 -1.239
C: 4.384 9.332 -4.629
C: 5.535 8.823 -5.223
C: 5.721 7.453 -5.319
C: 4.761 6.586 -4.810
C: 3.617 7.098 -4.193
C: 3.428 8.472 -4.115
C: 2.602 6.187 -3.600
O: 1.605 6.627 -3.067
C: 2.840 4.718 -3.667
C: 1.931 3.854 -3.070
C: 2.132 2.485 -3.135
C: 3.238 1.973 -3.807
C: 4.149 2.831 -4.399
C: 3.958 4.206 -4.324
C: 4.964 5.118 -4.935
O: 5.930 4.671 -5.518
H: 4.237 10.402 -4.564
H: 6.287 9.496 -5.614
H: 6.613 7.059 -5.785
H: 2.536 8.870 -3.649
H: 1.069 4.249 -2.549
H: 1.425 1.812 -2.665
H: 3.390 0.902 -3.864
H: 5.012 2.433 -4.918